160
Properties=species:S:1:pos:R:3 method="wB97M-V/def2-TZVPD" relative_energy_ev=0.000 multiplicity=1
C -25.701 6.486 7.985
C -24.284 6.080 7.537
O -24.437 4.903 6.728
S -25.691 4.053 7.377
O -25.181 3.127 8.314
O -26.566 3.630 6.359
O -26.454 5.299 8.083
H -26.124 7.117 7.216
H -25.690 6.997 8.983
H -23.640 5.856 8.400
H -23.832 6.830 6.947
C -21.876 2.128 7.542
C -21.222 3.263 6.791
O -21.518 4.465 7.476
S -21.439 4.062 9.052
O -22.483 4.812 9.596
O -20.158 4.164 9.586
O -21.745 2.455 8.859
H -21.249 1.259 7.233
H -22.927 1.964 7.236
H -21.595 3.442 5.749
H -20.137 3.300 6.707
C -27.129 12.003 7.384
C -27.668 10.732 6.699
O -27.335 9.655 7.492
S -25.908 9.958 8.210
O -24.805 9.418 7.549
O -26.121 9.758 9.576
O -25.922 11.570 7.912
H -27.766 12.474 8.156
H -26.903 12.748 6.636
H -27.333 10.578 5.680
H -28.739 10.804 6.690
C -29.872 5.624 6.635
C -29.136 6.921 7.231
O -28.941 7.718 6.112
S -28.322 6.674 5.034
O -26.955 6.413 5.229
O -28.745 7.067 3.741
O -29.166 5.391 5.507
H -30.908 5.863 6.391
H -29.765 4.758 7.285
H -28.207 6.673 7.749
H -29.767 7.424 7.959
O -26.151 4.144 15.399
P -25.586 3.132 14.500
N -26.145 1.522 14.574
C -25.588 0.620 15.556
C -27.344 1.085 13.876
N -23.935 3.190 14.750
C -23.434 3.290 16.154
C -22.815 2.792 13.883
N -25.866 3.494 12.931
C -26.264 4.844 12.533
C -25.420 2.667 11.825
H -24.504 0.801 15.716
H -25.632 -0.391 15.141
H -26.173 0.631 16.492
H -28.124 0.837 14.581
H -27.099 0.210 13.250
H -27.680 1.893 13.213
H -22.910 2.384 16.415
H -22.730 4.131 16.101
H -24.239 3.384 16.888
H -21.945 2.816 14.494
H -22.957 1.805 13.465
H -22.646 3.496 13.090
H -27.223 4.836 11.992
H -26.403 5.518 13.383
H -25.522 5.386 11.929
H -25.222 1.669 12.156
H -24.460 3.022 11.354
H -26.233 2.658 11.119
O -19.292 10.754 9.240
P -19.868 9.498 9.617
N -19.558 8.195 8.647
C -18.344 7.353 8.677
C -20.042 8.109 7.267
N -21.533 9.586 9.461
C -22.482 8.567 9.810
C -22.043 10.905 9.454
N -19.523 9.221 11.256
C -18.308 9.853 11.761
C -19.598 7.903 11.854
H -17.690 7.647 7.831
H -18.624 6.286 8.529
H -17.897 7.507 9.663
H -19.661 8.974 6.748
H -21.128 8.171 7.224
H -19.566 7.239 6.848
H -22.828 8.768 10.819
H -23.329 8.643 9.139
H -22.003 7.543 9.762
H -22.580 11.076 10.433
H -21.284 11.646 9.293
H -22.794 10.935 8.654
H -18.432 9.900 12.847
H -17.453 9.175 11.509
H -18.166 10.841 11.275
H -19.780 7.928 12.938
H -18.606 7.469 11.743
H -20.309 7.301 11.289
O -23.085 2.314 4.736
P -23.971 1.996 3.576
N -23.106 1.206 2.426
C -22.331 1.977 1.438
C -22.460 -0.038 2.708
N -24.738 3.358 3.076
C -24.126 4.694 3.180
C -25.682 3.365 1.946
N -25.189 0.925 3.873
C -25.522 0.602 5.261
C -25.820 0.003 3.022
H -21.555 2.639 1.789
H -22.941 2.608 0.807
H -21.865 1.253 0.791
H -22.411 -0.738 1.833
H -22.965 -0.552 3.516
H -21.450 0.125 3.104
H -23.883 5.193 2.245
H -24.813 5.386 3.768
H -23.206 4.594 3.752
H -26.197 4.327 1.946
H -25.040 3.346 1.068
H -26.449 2.592 1.886
H -25.044 1.243 6.032
H -26.596 0.619 5.361
H -25.195 -0.420 5.533
H -25.324 -0.010 2.052
H -26.892 0.198 2.918
H -25.749 -1.012 3.475
O -31.724 4.211 12.321
P -31.763 3.422 11.075
N -31.749 1.808 11.331
C -32.300 0.824 10.410
C -31.292 1.288 12.602
N -30.502 3.761 10.090
C -29.383 4.653 10.489
C -30.081 2.814 9.090
N -33.113 3.646 10.150
C -34.432 3.392 10.745
C -33.232 4.742 9.181
H -31.559 0.499 9.711
H -33.100 1.283 9.840
H -32.776 -0.011 10.956
H -30.482 0.545 12.554
H -32.127 0.786 13.108
H -30.943 2.092 13.237
H -28.482 4.022 10.608
H -29.155 5.433 9.728
H -29.564 5.128 11.453
H -29.128 3.145 8.680
H -29.795 1.866 9.603
H -30.835 2.532 8.320
H -35.128 2.962 10.019
H -34.276 2.693 11.574
H -34.955 4.281 11.129
H -32.395 4.763 8.451
H -33.297 5.730 9.648
H -34.182 4.503 8.650

***

136
Properties=species:S:1:pos:R:3 method="wB97M-V/def2-TZVPD" relative_energy_ev=7.215 multiplicity=1 smiles=COC[C@H](C)N.COC[C@H](C)N.COC[C@H](C)N.COC[C@H](C)N.COC[C@H](C)N.COC[C@H](C)N.COC[C@H](C)N.COC[C@H](C)N
C -5.363 2.175 -9.282
O -4.177 1.478 -9.800
C -4.277 0.080 -10.038
C -4.231 -0.702 -8.673
C -2.969 -0.326 -7.921
N -4.433 -2.120 -8.922
H -5.352 3.154 -9.761
H -5.406 2.203 -8.194
H -6.237 1.732 -9.761
H -5.127 -0.200 -10.660
H -3.419 -0.073 -10.693
H -5.079 -0.460 -8.032
H -3.172 0.678 -7.550
H -2.079 -0.423 -8.543
H -2.837 -1.032 -7.101
H -3.706 -2.395 -9.568
H -5.244 -2.391 -9.460
C 9.487 5.293 0.434
O 9.205 6.372 -0.410
C 10.355 7.250 -0.726
C 9.932 8.660 -1.332
C 9.559 8.514 -2.812
N 10.857 9.818 -1.231
H 10.341 4.718 0.078
H 8.554 4.731 0.395
H 9.526 5.598 1.480
H 10.885 7.518 0.188
H 11.005 6.594 -1.304
H 8.927 8.795 -0.934
H 9.371 9.499 -3.241
H 8.634 7.944 -2.898
H 10.317 7.899 -3.297
H 10.432 10.732 -1.292
H 11.531 9.709 -1.976
C 3.068 -10.562 4.093
O 2.490 -11.776 3.575
C 1.575 -11.657 2.568
C 1.632 -12.993 1.820
C 0.697 -13.106 0.598
N 1.199 -14.075 2.684
H 2.276 -10.139 4.711
H 3.336 -9.816 3.345
H 3.808 -10.919 4.808
H 0.582 -11.518 2.996
H 1.680 -10.864 1.828
H 2.650 -12.990 1.430
H -0.382 -13.130 0.752
H 0.776 -14.021 0.012
H 0.890 -12.237 -0.032
H 0.309 -13.726 3.011
H 1.786 -14.101 3.505
C -3.871 7.040 -2.971
O -2.976 7.379 -1.972
C -1.652 7.465 -2.331
C -1.363 8.809 -3.087
C 0.079 8.809 -3.424
N -1.606 9.932 -2.113
H -3.750 6.007 -3.296
H -3.882 7.789 -3.763
H -4.797 7.166 -2.410
H -1.098 7.580 -1.399
H -1.310 6.586 -2.878
H -2.045 9.041 -3.905
H 0.348 8.009 -4.114
H 0.607 8.515 -2.517
H 0.436 9.784 -3.755
H -0.881 9.866 -1.412
H -2.368 9.505 -1.606
C -8.577 -11.127 -2.868
O -8.401 -9.711 -3.239
C -8.231 -8.788 -2.164
C -8.096 -7.363 -2.743
C -8.969 -6.918 -3.842
N -6.793 -7.400 -3.360
H -9.050 -11.046 -1.889
H -7.601 -11.598 -2.755
H -9.151 -11.693 -3.601
H -9.157 -8.837 -1.591
H -7.428 -9.072 -1.484
H -7.932 -6.710 -1.886
H -8.828 -5.948 -4.317
H -9.986 -7.032 -3.465
H -8.840 -7.560 -4.713
H -6.715 -6.791 -4.162
H -6.761 -8.332 -3.748
C 10.808 6.272 10.014
O 10.236 5.051 9.706
C 9.387 5.045 8.534
C 8.491 3.671 8.550
C 9.246 2.427 8.204
N 7.317 3.620 7.720
H 10.217 7.019 10.544
H 11.296 6.715 9.146
H 11.541 5.959 10.757
H 8.769 5.943 8.544
H 9.788 5.242 7.540
H 8.058 3.596 9.547
H 10.107 2.236 8.844
H 9.716 2.402 7.221
H 8.692 1.499 8.349
H 7.565 3.643 6.741
H 6.746 4.453 7.703
C -8.515 2.363 3.502
O -7.334 2.171 2.724
C -6.213 3.028 2.909
C -5.566 2.802 4.232
C -4.310 3.667 4.384
N -5.176 1.442 4.321
H -8.430 2.105 4.557
H -9.197 1.578 3.174
H -8.979 3.338 3.355
H -5.454 2.832 2.151
H -6.501 4.078 2.949
H -6.289 3.162 4.964
H -3.730 3.843 3.479
H -3.725 3.368 5.254
H -4.649 4.658 4.687
H -5.947 1.114 3.757
H -4.393 1.306 3.698
C 0.777 0.153 0.874
O -0.233 -0.731 1.367
C 0.182 -2.056 1.137
C -1.042 -2.976 1.022
C -1.343 -3.837 2.186
N -1.009 -3.792 -0.176
H 1.730 -0.189 1.279
H 0.502 1.178 1.124
H 0.790 0.142 -0.216
H 0.820 -2.094 0.255
H 0.951 -2.418 1.819
H -1.840 -2.251 0.863
H -1.505 -3.146 3.014
H -0.578 -4.499 2.593
H -2.324 -4.303 2.277
H -1.823 -4.379 -0.288
H -1.162 -3.202 -0.981

***

137
Properties=species:S:1:pos:R:3 method="wB97M-V/def2-TZVPD" relative_energy_ev=2.285 multiplicity=1 smiles=COC[C@H](C)N.COC[C@H](C)N.COC[C@H](C)N.COC[C@H](C)N.COCCNCCOC.CCO.CCO.CCO.CCO.CCO
C 3.458 2.096 2.360
O 3.857 2.999 1.334
C 4.203 2.250 0.209
C 4.989 3.000 -0.879
C 4.127 3.784 -1.928
N 5.788 1.982 -1.567
H 2.469 1.610 2.137
H 3.366 2.687 3.234
H 4.246 1.332 2.381
H 4.900 1.466 0.585
H 3.327 1.658 -0.152
H 5.629 3.683 -0.312
H 4.907 4.326 -2.487
H 3.538 4.517 -1.372
H 3.581 3.098 -2.545
H 6.593 2.443 -2.018
H 5.296 1.460 -2.286
C 0.042 6.138 -0.149
O -0.069 5.307 1.003
C 1.199 5.178 1.767
C 1.406 6.265 2.792
C 2.682 5.962 3.606
N 0.280 6.378 3.678
H -0.747 5.794 -0.907
H 1.059 6.073 -0.462
H -0.189 7.140 0.203
H 1.174 4.181 2.247
H 2.029 5.260 0.998
H 1.611 7.189 2.320
H 3.555 6.096 2.957
H 2.646 4.951 4.023
H 2.771 6.661 4.430
H -0.593 6.587 3.217
H 0.132 5.489 4.138
C -5.344 1.110 -2.520
O -5.578 0.407 -1.311
C -4.843 0.952 -0.200
C -4.734 -0.135 0.883
C -4.177 -1.458 0.312
N -5.965 -0.126 1.642
H -4.252 1.251 -2.781
H -5.735 2.154 -2.420
H -5.756 0.489 -3.349
H -3.835 1.351 -0.526
H -5.416 1.831 0.125
H -3.986 0.156 1.604
H -4.123 -2.154 1.191
H -3.154 -1.384 -0.027
H -4.780 -1.978 -0.438
H -6.673 -0.658 1.143
H -5.837 -0.719 2.502
C -1.794 -4.984 -0.237
O -1.587 -6.227 -0.792
C -1.427 -6.133 -2.224
C -0.725 -7.424 -2.582
C 0.659 -7.471 -2.023
N -0.711 -7.545 -4.105
H -0.914 -4.305 -0.250
H -2.079 -5.179 0.812
H -2.619 -4.502 -0.814
H -2.490 -6.080 -2.701
H -0.896 -5.196 -2.591
H -1.325 -8.257 -2.216
H 0.991 -8.540 -2.155
H 0.708 -7.249 -0.944
H 1.286 -6.723 -2.554
H -0.027 -8.262 -4.255
H -1.702 -7.683 -4.421
C -3.216 -3.375 3.455
O -3.496 -2.009 3.832
C -2.295 -1.371 4.234
C -2.601 0.016 4.634
N -1.392 0.757 5.018
C -0.540 1.420 3.975
C -1.314 2.403 3.109
O -1.901 3.420 3.908
C -2.827 4.264 3.273
H -3.183 -4.040 4.304
H -2.256 -3.394 2.867
H -4.001 -3.569 2.716
H -1.547 -1.383 3.477
H -1.855 -1.930 5.068
H -3.342 -0.014 5.496
H -3.135 0.485 3.806
H -1.664 1.437 5.733
H -0.129 0.626 3.358
H 0.266 1.949 4.505
H -2.092 1.865 2.617
H -0.658 2.900 2.354
H -3.232 4.948 4.012
H -3.664 3.660 2.959
H -2.430 4.732 2.366
C 0.524 -3.699 -7.266
C 0.205 -4.010 -5.850
O 0.874 -5.290 -5.457
H 0.071 -4.435 -7.869
H 1.615 -3.736 -7.479
H 0.070 -2.748 -7.492
H -0.858 -4.246 -5.719
H 0.446 -3.279 -5.082
H 0.213 -5.984 -5.224
C 2.341 -1.159 3.200
C 1.379 -1.452 1.954
O 1.755 -2.540 1.176
H 1.903 -0.431 3.843
H 3.298 -0.824 2.746
H 2.445 -2.151 3.699
H 1.235 -0.516 1.335
H 0.452 -1.674 2.547
H 2.388 -2.207 0.510
C 5.183 -2.384 -2.865
C 4.603 -1.481 -1.830
O 3.816 -2.226 -0.915
H 5.980 -3.072 -2.583
H 5.499 -1.790 -3.703
H 4.332 -2.866 -3.396
H 3.965 -0.730 -2.268
H 5.404 -0.987 -1.235
H 4.369 -2.901 -0.430
C -1.557 3.139 -1.697
C -0.100 3.083 -2.075
O 0.699 2.606 -0.978
H -1.935 2.238 -1.330
H -2.139 3.460 -2.540
H -1.726 3.876 -0.910
H 0.251 4.088 -2.383
H 0.169 2.343 -2.892
H 0.664 3.246 -0.270
C -0.826 -1.218 -1.476
C 0.547 -0.937 -1.962
O 1.276 -0.078 -1.105
H -0.729 -1.632 -0.439
H -1.385 -1.867 -2.142
H -1.360 -0.221 -1.470
H 0.541 -0.542 -3.010
H 1.138 -1.816 -1.918
H 1.045 0.888 -1.164

***

The records above yield HOMO values of -8.21 -8.86 -8.77 eV, respectively.
The records above yield E values of -173938.831 -62901.552 -64593.815 eV, respectively.
The records above yield max |F| values of 0.0694 0.0577 0.0660 hartree/bohr, respectively.